{
  "formula": "C3H6O4S",
  "method": "ωB97M-V/def2-TZVPD",
  "relative_energy_kcal_mol": 40.9,
  "lumo_energy_ev": 0.594,
  "energy_ev": -22231.580,
  "symbols": ["C", "O", "C", "H", "O", "O", "C", "S", "H", "H", "H", "H", "O", "H"],
  "coordinates": [[-0.618, 0.014, -0.629], [1.192, -0.664, 1.275], [-0.357, 1.193, 0.208], [-2.562, -0.628, -0.026], [2.913, 0.436, -0.311], [0.639, 1.845, 0.019], [-1.550, -0.961, 0.135], [1.840, -0.886, -0.015], [-1.023, 1.484, 0.947], [2.428, 1.232, -0.013], [-1.082, 0.427, -1.504], [-1.269, -1.956, -0.146], [0.514, -0.660, -1.044], [-1.062, -0.876, 1.104]]
}

---

{
  "formula": "C3H6O5P",
  "method": "ωB97M-V/def2-TZVPD",
  "charge": -1,
  "relative_energy_kcal_mol": 93.3,
  "lumo_energy_ev": 3.729,
  "smiles": "O=CCO[P@@]([O-])(O)=CO",
  "energy_ev": -22734.853,
  "symbols": ["O", "C", "H", "C", "O", "O", "H", "O", "O", "H", "H", "C", "P", "H", "H"],
  "coordinates": [[1.158, -2.289, -0.334], [1.057, -1.228, 0.586], [-2.095, 1.930, -0.855], [-1.888, -0.135, -0.469], [2.379, 0.483, -1.114], [-2.658, -0.437, 0.448], [0.054, -1.307, 1.133], [1.485, 1.318, 1.111], [-0.012, 1.360, -0.925], [2.056, -2.579, -0.536], [-1.183, 1.412, 0.722], [-1.285, 1.248, -0.360], [1.184, 0.364, -0.249], [-1.339, -0.926, -1.091], [1.087, 0.785, 1.934]]
}

---

{
  "formula": "C3H6OS",
  "method": "ωB97M-V/def2-TZVPD",
  "charge": -1,
  "relative_energy_kcal_mol": 10.8,
  "lumo_energy_ev": [3.297, 1.377],
  "energy_ev": -16089.048,
  "spin_multiplicity": 2,
  "s2": 0.754,
  "symbols": ["H", "C", "H", "H", "O", "H", "C", "C", "H", "S", "H"],
  "coordinates": [[0.523, -1.558, -0.498], [-1.193, 0.216, 0.801], [0.498, -0.401, -1.847], [-0.981, -0.001, 1.872], [-2.119, 1.150, 0.712], [0.913, 0.777, 0.880], [0.222, 0.524, 0.068], [0.811, -0.557, -0.823], [-1.411, -0.794, 0.341], [2.651, -0.742, -0.912], [0.086, 1.387, -0.593]]
}

---

{
  "formula": "C3H6OS",
  "method": "ωB97M-V/def2-TZVPD",
  "charge": -2,
  "relative_energy_kcal_mol": 0.0,
  "lumo_energy_ev": 6.320,
  "smiles": "[O-]CCC[S-]",
  "energy_ev": -16088.234,
  "symbols": ["H", "H", "H", "C", "O", "H", "C", "S", "C", "H", "H"],
  "coordinates": [[1.179, 0.016, -0.943], [-1.177, 0.486, -1.295], [0.090, 1.707, 0.631], [-0.901, -0.431, -0.766], [1.807, 0.962, 1.509], [-1.639, -0.590, 0.015], [0.567, 0.752, 1.004], [-1.070, -1.786, -2.029], [0.491, -0.270, -0.149], [0.822, -1.233, 0.247], [-0.169, 0.386, 1.776]]
}

---

{
  "formula": "C3H6OS",
  "method": "ωB97M-V/def2-TZVPD",
  "relative_energy_kcal_mol": 92.7,
  "lumo_energy_ev": 0.706,
  "energy_ev": -16086.972,
  "symbols": ["C", "H", "H", "H", "H", "C", "O", "C", "S", "H", "H"],
  "coordinates": [[0.077, 0.937, -0.049], [0.863, 1.356, -0.835], [2.329, 0.717, 0.573], [-0.408, -0.941, -1.332], [0.160, -0.701, 1.519], [0.418, -0.414, 0.583], [-1.994, -0.444, -0.054], [-0.607, -0.370, -0.375], [2.172, -0.450, -0.166], [-0.962, 1.773, 0.195], [-2.047, -1.463, -0.057]]
}

---

{
  "formula": "C3H6OS",
  "method": "ωB97M-V/def2-TZVPD",
  "relative_energy_kcal_mol": 136.3,
  "lumo_energy_ev": -0.469,
  "energy_ev": -16085.079,
  "symbols": ["C", "H", "O", "H", "H", "C", "H", "H", "H", "C", "S"],
  "coordinates": [[0.647, 0.539, -0.364], [-2.355, -1.463, 1.083], [2.631, -0.748, -0.313], [1.341, 1.427, -0.009], [0.515, 0.108, -1.468], [-0.825, 0.713, 0.136], [0.469, -1.673, 0.706], [-1.039, 0.844, 1.250], [-0.919, 1.746, -0.729], [1.311, -0.736, 0.122], [-1.777, -0.758, -0.415]]
}

---

{
  "formula": "C3H6OS",
  "method": "ωB97M-V/def2-TZVPD",
  "relative_energy_kcal_mol": 35.7,
  "lumo_energy_ev": 0.654,
  "smiles": "C[C@@H](S)C=O",
  "energy_ev": -16089.444,
  "symbols": ["H", "C", "H", "O", "C", "S", "C", "H", "H", "H", "H"],
  "coordinates": [[0.976, -2.273, 0.603], [1.283, 0.620, 0.469], [-0.865, -2.193, 0.296], [2.340, 0.350, -0.012], [0.009, -1.573, 0.598], [-1.668, 0.542, -0.512], [0.123, -0.308, -0.208], [-0.138, -1.364, 1.677], [-1.925, 1.128, 0.661], [0.366, -0.567, -1.345], [1.059, 1.362, 1.234]]
}

---

{
  "formula": "C3H6OS",
  "method": "ωB97M-V/def2-TZVPD",
  "relative_energy_kcal_mol": 110.4,
  "lumo_energy_ev": [-0.434, -0.379],
  "energy_ev": -16086.203,
  "symbols": ["H", "C", "C", "H", "H", "S", "H", "H", "C", "O", "H"],
  "coordinates": [[0.304, 0.598, -1.818], [-0.483, -0.021, 0.780], [0.618, -0.588, -0.030], [0.412, 1.342, 2.032], [1.404, -1.253, 0.466], [-1.611, 1.109, -0.144], [-1.483, -0.547, 2.361], [-2.330, 1.741, 0.887], [0.919, -0.169, -1.255], [-0.903, -0.968, 1.741], [1.801, -0.592, -1.866]]
}